Record 1
Density functional theory data (the ωB97M-V functional and the def2-TZVPD basis) for 2 unconnected molecules or ions with the total composition C4H11NO2 in a non-equilibrium geometry.

Atoms and positions in Å:
C  1.619  -0.648  0.583
C  2.180  0.758  0.719
C  0.601  -0.746  -0.535
N  -0.603  -0.167  -0.303
C  -1.686  -0.263  -1.259
O  0.853  -1.329  -1.574
H  1.196  -1.000  1.514
H  2.373  -1.384  0.312
H  2.969  0.884  1.447
H  2.488  1.098  -0.269
H  1.354  1.417  0.954
H  -0.688  0.423  0.501
H  -1.589  0.485  -2.034
H  -2.645  -0.258  -0.755
H  -1.572  -1.236  -1.733
H  -2.339  2.462  1.761
H  -2.626  1.203  2.569
O  -2.213  1.507  1.745

Properties
SMILES: CCC(=O)NC.O
Charge: 0
Kohn-Sham gap, eV: 9.567
Spin multiplicity: 1
Total energy, eV: -9911.9479
Lowest unoccupied orbital energy, eV: 0.4
Largest force on an atom, eV/Å: 1.01
ΔE to the lowest compared entry with this formula, charge and spin, kcal/mol: 6.8



Record 2
Density functional theory data (the ωB97M-V functional and the def2-TZVPD basis) for a single C18H25N5 molecule.

Atoms and positions in Å:
C  3.307  2.396  1.145
C  3.851  1.287  0.252
C  3.650  -0.115  0.829
C  2.205  -0.611  0.780
N  1.388  0.087  1.758
H  1.734  -0.102  2.691
C  -0.033  0.040  1.696
C  -0.603  0.717  0.426
C  -1.385  1.976  0.819
C  -1.882  2.790  -0.370
H  -2.635  2.248  -0.936
H  -2.333  3.714  -0.017
H  -1.058  3.045  -1.032
H  -2.235  1.692  1.446
H  -0.724  2.606  1.419
H  0.239  1.022  -0.201
C  -1.469  -0.305  -0.341
C  -1.255  -0.265  -1.855
C  -2.208  -1.183  -2.619
C  -2.035  -1.025  -4.125
H  -2.239  -0.001  -4.429
H  -2.718  -1.684  -4.654
H  -1.018  -1.277  -4.418
H  -3.239  -0.947  -2.344
H  -2.024  -2.226  -2.350
H  -1.406  0.760  -2.196
H  -0.222  -0.540  -2.090
H  -2.526  -0.105  -0.126
C  -1.146  -1.700  0.266
C  -2.308  -2.572  0.240
N  -3.226  -3.251  0.236
C  -0.095  -2.412  -0.437
N  0.707  -3.006  -0.990
C  -0.741  -1.392  1.736
C  0.075  -2.419  2.336
N  0.722  -3.217  2.837
C  -1.940  -1.250  2.538
N  -2.874  -1.074  3.170
H  -0.387  0.575  2.585
H  2.203  -1.699  0.947
H  1.800  -0.428  -0.217
H  4.255  -0.820  0.255
H  4.002  -0.138  1.862
H  4.921  1.448  0.104
H  3.375  1.341  -0.730
H  3.803  2.379  2.112
H  2.241  2.272  1.305
H  3.484  3.368  0.688

Properties
SMILES: CCCCN[C@H]1[C@H](CC)[C@@H](CCC)C(C#N)(C#N)C1(C#N)C#N
Charge: 0
Kohn-Sham gap, eV: 10.103
Spin multiplicity: 1
Total energy, eV: -26520.5957
Lowest unoccupied orbital energy, eV: 0.5
Largest force on an atom, eV/Å: 0.64
ΔE to the lowest compared entry with this formula, charge and spin, kcal/mol: 4.1



Record 3
Density functional theory data (the ωB97M-V functional and the def2-TZVPD basis) for a single C14H14N4O4 molecule in a non-equilibrium geometry.

Atoms and positions in Å:
O  -0.546  -2.669  2.110
O  -3.547  2.855  -2.826
O  -3.796  0.788  -2.080
N  2.575  3.331  -1.126
O  -2.719  -2.379  1.395
C  -1.413  -2.051  1.489
C  1.562  3.659  -1.921
C  -1.057  -0.861  0.732
C  0.175  -0.214  0.594
C  -0.907  2.872  -2.134
C  0.409  2.826  -1.667
C  -0.029  0.935  -0.308
C  0.814  1.919  -0.738
C  -1.334  0.888  -0.746
C  -1.823  1.858  -1.707
N  2.101  2.267  -0.398
N  -1.969  -0.202  -0.098
N  -3.154  1.841  -2.219
C  -3.113  -3.416  2.337
C  3.665  -1.781  0.685
C  1.497  -0.567  1.187
C  2.449  -1.083  0.114
H  1.550  4.431  -2.668
H  -1.256  3.648  -2.800
H  2.637  1.838  0.342
H  -2.934  -0.536  -0.279
H  -4.207  -3.515  2.297
H  -2.859  -3.217  3.361
H  -2.735  -4.409  2.032
H  4.371  -1.042  1.038
H  4.121  -2.397  -0.088
H  3.399  -2.395  1.539
H  1.936  0.297  1.700
H  1.415  -1.375  1.908
H  1.923  -1.842  -0.452
H  2.798  -0.302  -0.608

Properties
SMILES: CCCc1c(C(=O)OC)[nH]c2c([N+](=O)[O-])cc3cn[nH]c3c12
Charge: 0
Kohn-Sham gap, eV: 7.659
Spin multiplicity: 1
Total energy, eV: -28892.8778
Lowest unoccupied orbital energy, eV: -0.9
Largest force on an atom, eV/Å: 3.85
ΔE to the lowest compared entry with this formula, charge and spin, kcal/mol: 76.6



Record 4
Density functional theory data (the ωB97M-V functional and the def2-TZVPD basis) for 12 unconnected molecules or ions with the total composition C48H116N4O12 in a non-equilibrium geometry.

Atoms and positions in Å:
C  3.085  0.661  0.720
C  1.843  1.239  0.009
O  0.868  1.580  0.965
H  3.745  0.201  -0.018
H  2.744  -0.112  1.405
H  3.550  1.446  1.314
H  1.493  0.512  -0.730
H  2.174  2.102  -0.573
H  0.254  0.840  1.106
C  -1.843  -0.218  -1.484
C  -1.747  -1.076  -0.228
O  -0.654  -0.743  0.621
H  -0.925  -0.443  -2.030
H  -1.972  0.838  -1.263
H  -2.669  -0.548  -2.113
H  -1.683  -2.149  -0.444
H  -2.668  -1.082  0.369
H  -0.602  -1.343  1.385
C  -4.552  1.710  -3.412
C  -4.916  1.715  -4.852
O  -3.782  1.224  -5.595
H  -3.893  2.552  -3.158
H  -3.888  0.878  -3.175
H  -5.372  1.776  -2.693
H  -5.210  2.678  -5.262
H  -5.665  0.943  -5.068
H  -3.655  0.274  -5.453
C  -4.078  -3.759  0.918
C  -4.349  -3.502  2.383
O  -3.401  -4.122  3.239
H  -4.553  -2.988  0.309
H  -4.303  -4.750  0.529
H  -3.020  -3.615  0.672
H  -5.355  -3.915  2.561
H  -4.521  -2.455  2.656
H  -3.750  -4.126  4.135
C  -3.030  1.124  5.008
C  -2.058  0.554  3.987
O  -2.700  -0.526  3.344
H  -3.953  1.527  4.587
H  -2.617  1.990  5.533
H  -3.312  0.385  5.760
H  -1.154  0.257  4.524
H  -1.774  1.351  3.290
H  -2.057  -1.123  2.937
C  0.548  -2.754  -3.663
C  0.375  -4.146  -4.239
O  1.597  -4.871  -4.076
H  1.518  -2.317  -3.923
H  0.497  -2.764  -2.573
H  -0.107  -1.979  -4.075
H  0.191  -4.046  -5.315
H  -0.433  -4.694  -3.760
H  2.241  -4.442  -4.648
C  2.231  -3.257  0.758
C  3.065  -4.307  -0.001
C  4.255  -4.669  0.874
C  4.877  -6.039  0.546
C  3.760  -7.066  0.580
C  2.644  -6.790  -0.431
N  2.128  -5.441  -0.203
O  1.049  -5.111  -1.051
C  3.115  -7.137  -1.876
C  1.475  -7.787  -0.151
C  3.517  -3.737  -1.361
H  1.378  -2.955  0.153
H  2.854  -2.453  1.149
H  1.826  -3.804  1.615
H  5.054  -3.927  0.799
H  4.003  -4.683  1.938
H  5.707  -6.331  1.188
H  5.278  -6.076  -0.474
H  3.251  -7.001  1.552
H  4.145  -8.086  0.540
H  3.960  -6.482  -2.083
H  3.401  -8.185  -1.897
H  2.322  -6.959  -2.602
H  0.730  -7.610  -0.926
H  1.852  -8.778  -0.414
H  1.118  -7.706  0.871
H  4.099  -4.484  -1.904
H  4.141  -2.841  -1.294
H  2.711  -3.418  -2.023
H  1.521  -4.973  -1.895
C  1.820  -0.589  3.853
C  2.300  -0.791  5.322
C  2.400  -2.310  5.534
C  3.614  -2.901  4.801
C  4.850  -2.147  5.229
C  4.822  -0.612  5.044
N  3.568  -0.095  5.621
O  3.479  1.298  5.558
C  6.032  -0.006  5.780
C  5.027  -0.287  3.536
C  1.192  -0.178  6.184
H  1.819  0.456  3.522
H  0.762  -0.802  3.677
H  2.421  -1.180  3.166
H  2.451  -2.515  6.607
H  1.466  -2.739  5.165
H  3.370  -2.795  3.741
H  3.607  -3.969  5.024
H  5.674  -2.489  4.589
H  5.163  -2.472  6.224
H  6.051  1.077  5.656
H  5.997  -0.203  6.850
H  6.924  -0.416  5.307
H  4.455  -0.969  2.915
H  4.732  0.736  3.291
H  6.104  -0.283  3.373
H  0.235  -0.679  6.024
H  1.110  0.891  6.017
H  1.400  -0.433  7.228
H  3.387  1.512  4.612
C  -0.138  1.794  -6.080
C  -0.092  3.131  -5.365
C  -0.474  2.867  -3.861
C  0.019  3.908  -2.864
C  1.472  4.323  -3.125
C  1.731  4.742  -4.592
N  1.275  3.697  -5.497
O  1.551  3.957  -6.860
C  1.191  6.165  -4.839
C  3.252  4.775  -4.630
C  -1.121  4.084  -5.969
H  -1.033  1.292  -5.701
H  -0.094  1.874  -7.161
H  0.667  1.198  -5.638
H  -1.566  2.879  -3.786
H  -0.270  1.830  -3.572
H  -0.619  4.782  -3.032
H  -0.076  3.628  -1.813
H  2.195  3.559  -2.843
H  1.554  5.189  -2.463
H  0.221  6.367  -4.393
H  1.142  6.308  -5.920
H  1.925  6.880  -4.464
H  3.688  3.773  -4.668
H  3.752  5.333  -3.840
H  3.608  5.234  -5.565
H  -1.143  3.948  -7.052
H  -2.166  3.928  -5.677
H  -1.021  5.141  -5.724
H  2.433  3.580  -6.946
C  -2.331  3.003  0.626
C  -2.732  4.264  1.410
C  -2.499  5.546  0.575
C  -3.475  5.729  -0.579
C  -4.884  5.750  0.017
C  -5.232  4.545  0.908
N  -4.151  4.280  1.862
O  -4.407  3.177  2.691
C  -6.494  4.917  1.671
C  -5.507  3.318  0.028
C  -1.874  4.421  2.684
H  -2.764  2.071  1.002
H  -1.264  2.779  0.743
H  -2.466  3.130  -0.449
H  -2.453  6.378  1.280
H  -1.465  5.504  0.213
H  -3.345  4.953  -1.334
H  -3.245  6.707  -1.007
H  -5.663  5.867  -0.741
H  -4.963  6.690  0.572
H  -7.306  5.218  1.009
H  -6.805  4.054  2.264
H  -6.292  5.734  2.366
H  -5.788  2.393  0.534
H  -6.254  3.560  -0.730
H  -4.596  3.092  -0.532
H  -0.815  4.395  2.422
H  -2.062  3.540  3.296
H  -2.126  5.364  3.161
H  -4.515  2.420  2.085
O  -0.981  -2.706  2.737
H  -0.344  -3.420  2.853
H  -1.857  -3.122  2.899
O  -3.118  -1.450  -4.885
H  -3.713  -2.132  -4.551
H  -2.278  -1.901  -5.027

Properties
SMILES: CC1(C)CCCC(C)(C)N1O.CC1(C)CCCC(C)(C)N1O.CC1(C)CCCC(C)(C)N1O.CC1(C)CCCC(C)(C)N1O.CCO.CCO.CCO.CCO.CCO.CCO.O.O
Charge: 0
Kohn-Sham gap, eV: 8.090
Spin multiplicity: 1
Total energy, eV: -82181.7111
Lowest unoccupied orbital energy, eV: 0.0
Largest force on an atom, eV/Å: 2.46
ΔE to the lowest compared entry with this formula, charge and spin, kcal/mol: 0.0



Record 5
Density functional theory data (the ωB97M-V functional and the def2-TZVPD basis) for 2 unconnected molecules or ions with the total composition C6H8BrN in a non-equilibrium geometry.

Atoms and positions in Å:
C  1.257  0.689  -1.303
C  -2.150  -0.187  0.805
C  -0.756  0.036  1.275
C  0.115  0.159  -1.927
C  2.461  0.730  -0.802
C  0.252  -0.815  1.223
N  -0.009  1.366  -1.523
Br  0.124  -2.565  0.503
H  -2.847  -0.056  1.634
H  -2.283  -1.186  0.395
H  -0.562  1.017  1.692
H  -0.401  -0.636  -2.407
H  -2.401  0.548  0.037
H  2.842  1.613  -0.320
H  3.118  -0.120  -0.867
H  1.241  -0.591  1.585

Properties
SMILES: C/C=C\Br.C=C1C=N1
Charge: 0
Kohn-Sham gap, eV: 9.793
Spin multiplicity: 1
Total energy, eV: -77880.5346
Lowest unoccupied orbital energy, eV: 0.7
Largest force on an atom, eV/Å: 1.50
ΔE to the lowest compared entry with this formula, charge and spin, kcal/mol: 58.6



Record 6
Density functional theory data (the ωB97M-V functional and the def2-TZVPD basis) for 2 unconnected molecules or ions with the total composition C2H6NP in a non-equilibrium geometry.

Atoms and positions in Å:
C  -0.560  -0.041  -0.288
C  1.748  -0.085  0.080
N  0.444  -0.593  0.236
P  -2.291  -0.473  -0.148
H  -0.399  1.140  -1.196
H  2.352  -0.970  -0.095
H  1.876  0.337  1.065
H  1.719  0.631  -0.777
H  -2.617  0.837  -0.015
H  -2.272  -0.783  1.139

Properties
Charge: 0
Kohn-Sham gap, eV: 10.425
Spin multiplicity: 1
Total energy, eV: -12947.2012
Lowest unoccupied orbital energy, eV: 1.2
Largest force on an atom, eV/Å: 3.91
ΔE to the lowest compared entry with this formula, charge and spin, kcal/mol: 35.3



Record 7
Density functional theory data (the ωB97M-V functional and the def2-TZVPD basis) for 11 unconnected molecules or ions with the total composition C27H45FN12O22 in a non-equilibrium geometry.

Atoms and positions in Å:
C  -2.307  -3.589  -0.168
C  -1.132  -3.256  -1.113
C  0.175  -3.107  -0.381
N  0.678  -4.419  0.146
C  1.852  -4.184  0.921
C  3.118  -4.243  0.304
N  3.195  -4.590  -1.058
C  4.248  -3.970  1.069
C  4.138  -3.651  2.407
C  2.898  -3.597  3.022
C  1.736  -3.876  2.280
C  0.413  -3.827  2.992
O  -0.506  -4.551  2.743
C  0.343  -2.818  4.092
C  -0.879  -2.222  4.393
C  -0.927  -1.283  5.416
C  0.246  -0.955  6.079
F  0.168  -0.023  7.049
C  1.459  -1.547  5.791
C  1.509  -2.507  4.789
C  2.769  -3.216  4.446
O  3.614  -3.448  5.276
H  -1.968  -3.891  0.819
H  -2.965  -4.323  -0.624
H  -2.906  -2.688  -0.029
H  -1.364  -2.277  -1.550
H  -1.078  -3.947  -1.955
H  0.082  -2.459  0.490
H  0.951  -2.692  -1.033
H  0.962  -4.979  -0.651
H  2.669  -3.959  -1.649
H  4.160  -4.595  -1.362
H  5.211  -3.997  0.575
H  5.022  -3.435  2.992
H  -1.767  -2.508  3.852
H  -1.875  -0.832  5.670
H  2.336  -1.254  6.351
C  -5.740  -1.109  5.516
N  -4.629  -0.919  4.547
O  -4.216  -1.896  3.956
O  -4.201  0.210  4.409
H  -6.003  -2.160  5.530
H  -5.381  -0.783  6.488
H  -6.576  -0.493  5.174
C  -0.441  1.350  -2.906
N  -0.562  -0.124  -2.754
O  -1.672  -0.596  -2.612
O  0.473  -0.762  -2.782
H  -1.434  1.783  -2.866
H  0.174  1.708  -2.095
H  0.030  1.539  -3.865
C  0.103  -4.076  8.404
N  -1.139  -4.892  8.311
O  -2.175  -4.315  8.054
O  -1.025  -6.084  8.501
H  -0.151  -3.040  8.213
H  0.502  -4.202  9.406
H  0.798  -4.451  7.658
C  3.875  -7.484  2.238
N  4.892  -7.663  1.164
O  5.056  -8.775  0.712
O  5.488  -6.665  0.814
H  3.424  -8.447  2.447
H  4.388  -7.091  3.110
H  3.137  -6.774  1.872
C  4.180  1.519  -2.674
N  3.373  2.481  -1.877
O  2.165  2.431  -1.984
O  3.982  3.258  -1.172
H  3.502  0.898  -3.248
H  4.829  2.101  -3.322
H  4.761  0.926  -1.973
C  4.358  6.476  -2.106
N  5.324  6.544  -3.237
O  5.728  5.497  -3.695
O  5.636  7.651  -3.629
H  4.178  5.434  -1.876
H  4.802  6.992  -1.261
H  3.445  6.970  -2.426
C  2.932  7.341  -6.062
N  1.917  6.254  -6.125
O  0.774  6.554  -6.399
O  2.306  5.129  -5.890
H  2.448  8.284  -6.287
H  3.340  7.342  -5.057
H  3.703  7.115  -6.792
C  -1.457  4.690  -7.509
N  -2.449  3.582  -7.551
O  -3.600  3.862  -7.830
O  -2.044  2.468  -7.302
H  -1.966  5.615  -7.747
H  -1.044  4.726  -6.508
H  -0.686  4.467  -8.239
C  -4.544  7.508  -7.438
N  -3.890  7.790  -6.130
O  -4.437  8.564  -5.376
O  -2.845  7.211  -5.910
H  -5.459  8.085  -7.495
H  -3.847  7.798  -8.219
H  -4.747  6.440  -7.478
C  -7.977  2.418  2.361
N  -8.007  1.125  3.097
O  -7.208  0.973  4.003
O  -8.825  0.307  2.743
H  -7.199  3.037  2.790
H  -7.772  2.192  1.319
H  -8.954  2.877  2.474

Properties
SMILES: CCCNc1c(N)ccc2c1C(=O)c1ccc(F)cc1C2=O.C[N+](=O)[O-].C[N+](=O)[O-].C[N+](=O)[O-].C[N+](=O)[O-].C[N+](=O)[O-].C[N+](=O)[O-].C[N+](=O)[O-].C[N+](=O)[O-].C[N+](=O)[O-].C[N+](=O)[O-]
Charge: 0
Kohn-Sham gap, eV: 7.842
Spin multiplicity: 1
Total energy, eV: -94344.8537
Lowest unoccupied orbital energy, eV: -0.5
Largest force on an atom, eV/Å: 1.16